1:
Density functional theory data (ωB97M-V/def2-TZVPD) for a cluster of 2 separate species, C2H8N4O2 in total.

LUMO, Ha: -0.010
Orbital gap, Ha: 0.32607
Highest occupied orbital energy, eV: -9.16

The geometry in ORCA input format:
```
! wB97M-V def2-TZVPD RIJCOSX def2/J DEFGRID3
* xyz 0 1
O -1.112 -1.437 1.602
O 0.028 1.511 -1.789
N 0.104 -1.104 -0.550
N -0.631 1.250 -0.515
N 0.216 -1.229 -2.129
N -0.883 -0.199 1.292
C 0.447 0.269 1.878
C -0.464 -0.106 -0.090
H -0.409 -1.950 0.994
H 0.815 -0.456 -2.362
H 0.478 -0.216 3.105
H 0.926 -1.919 -2.475
H -0.560 1.805 0.312
H -0.823 2.312 -2.437
H 0.289 1.502 1.779
H 1.579 -0.033 1.384
*
```

Atomic partial charges in e from the Mulliken method, atoms 1 to 4:
1 O -0.430
2 O -0.536
3 N -0.304
4 N -0.019

---

2:
Density functional theory data (ωB97M-V/def2-TZVPD) for a structure of composition C2H8N4O2.

LUMO (alpha / beta), Ha: 0.020 / 0.020
Orbital gap (alpha / beta), Ha: 0.33941 / 0.33939
Highest occupied orbital energy (alpha / beta), eV: -8.69 / -8.69

The geometry in ORCA input format:
```
! wB97M-V def2-TZVPD RIJCOSX def2/J DEFGRID3
* xyz 0 1
O -0.047 1.930 -0.406
O -2.233 0.389 -0.463
N 0.326 0.633 -0.961
N 1.010 -0.076 -0.079
N -0.460 -0.613 0.844
N -1.337 -1.605 -1.182
C -1.297 -0.392 -0.493
C 1.959 0.587 0.810
H -0.431 -1.992 -1.412
H -1.022 1.917 -0.488
H 2.808 0.889 0.197
H -0.707 0.092 1.536
H 1.554 1.479 1.290
H -1.964 -1.550 -1.973
H -0.452 -1.558 1.222
H 2.293 -0.131 1.558
*
```

Atomic partial charges in e from the Mulliken method, atoms 1 to 4:
1 O -0.428
2 O -0.678
3 N -0.365
4 N 0.049

---

3:
Density functional theory data (ωB97M-V/def2-TZVPD) for the molecule C2H8N4O2.

LUMO, Ha: 0.024
Orbital gap, Ha: 0.36720
SMILES string: CN(O)/C(=N/O)NN
Highest occupied orbital energy, eV: -9.35

The geometry in ORCA input format:
```
! wB97M-V def2-TZVPD RIJCOSX def2/J DEFGRID3
* xyz 0 1
O 2.582 0.792 -0.611
O -1.366 -1.330 -0.491
N 1.056 -0.814 0.836
N -0.913 0.001 -0.221
N 0.565 -0.523 2.165
N 1.237 0.827 -0.877
C 0.507 0.045 -0.194
C -1.388 0.821 -1.331
H -2.487 0.802 -1.360
H -1.135 1.885 -1.168
H 1.263 0.109 2.554
H -0.957 0.447 -2.271
H -2.077 -1.403 0.171
H -0.334 -0.012 2.090
H 2.804 0.086 0.045
H 0.643 -1.733 0.663
*
```

Atomic partial charges in e from the Mulliken method, atoms 1 to 4:
1 O -0.402
2 O -0.446
3 N -0.417
4 N -0.031

---

Which structure is most stable, and how do the rest compare? From most to least stable: 3, 2, 1.

---

1:
Density functional theory data (ωB97M-V/def2-TZVPD) for the molecule C9H12OS.

LUMO, Ha: 0.031
Orbital gap, Ha: 0.35002
SMILES string: CC(C)[C@@]1(c2ccco2)CS1
Highest occupied orbital energy, eV: -8.68

The geometry in ORCA input format:
```
! wB97M-V def2-TZVPD RIJCOSX def2/J DEFGRID3
* xyz 0 1
S 1.317 -2.514 0.332
O -1.440 -0.564 1.334
C -2.812 -0.460 1.095
C -3.036 -0.298 -0.204
C 0.591 -0.913 -0.063
C -0.857 -0.671 0.091
C -1.793 -0.559 -0.886
C 0.852 1.735 -0.698
C 1.135 -1.645 -1.274
C 1.570 0.594 0.117
C 1.538 0.942 1.632
H -3.413 -0.421 2.078
H 1.806 0.056 2.231
H 2.211 1.759 1.792
H 0.555 -2.195 -2.062
H 0.585 1.204 1.894
H 2.226 -1.449 -1.648
H 1.458 2.547 -0.737
H 2.497 0.379 -0.248
H -0.193 1.925 -0.263
H -1.471 -0.459 -1.901
H 0.653 1.377 -1.824
H -3.979 -0.370 -0.791
*
```

Atomic partial charges in e from the Mulliken method, atoms 1 to 4:
1 S -0.198
2 O -0.364
3 C -0.264
4 C -0.665

---

2:
Density functional theory data (ωB97M-V/def2-TZVPD) for the molecule C9H12OS.

LUMO, Ha: 0.030
Orbital gap, Ha: 0.35819
SMILES string: C=C(C)COCc1cccs1
Highest occupied orbital energy, eV: -8.92

The geometry in ORCA input format:
```
! wB97M-V def2-TZVPD RIJCOSX def2/J DEFGRID3
* xyz 0 1
S -1.758 3.080 0.392
O -0.448 -0.368 0.966
C -0.966 3.862 -0.907
C -0.485 3.002 -1.897
C -1.295 1.565 -0.254
C 1.064 -3.483 0.648
C 1.137 -2.156 0.803
C -1.680 0.248 0.403
C 0.049 -1.368 0.087
C 2.117 -1.234 1.422
C -0.700 1.629 -1.443
H -2.313 0.453 1.264
H 3.173 -1.630 1.261
H 1.959 -0.268 0.905
H 0.476 -0.892 -0.754
H 0.010 3.344 -2.866
H -0.863 4.914 -0.907
H 0.395 -3.777 -0.068
H -0.747 -2.005 -0.389
H 1.819 -1.065 2.522
H -0.462 0.723 -1.902
H 1.771 -4.125 1.041
H -2.256 -0.450 -0.326
*
```

Atomic partial charges in e from the Mulliken method, atoms 1 to 4:
1 S -0.148
2 O -0.301
3 C -0.320
4 C -0.636

---

Which structure is most stable, and how do the rest compare? From most to least stable: 2, 1.

---

1:
Density functional theory data (ωB97M-V/def2-TZVPD) for the ion C9H14N3 with charge +1.

LUMO (alpha / beta), Ha: -0.146 / -0.146
Orbital gap (alpha / beta), Ha: 0.32649 / 0.32647
SMILES string: CC1=C[N+]2=C(CN=N1)CC2(C)C
Highest occupied orbital energy (alpha / beta), eV: -12.87 / -12.87

The geometry in ORCA input format:
```
! wB97M-V def2-TZVPD RIJCOSX def2/J DEFGRID3
* xyz 1 1
N -0.072 0.563 -2.689
N 1.066 0.715 -2.298
N -0.057 -0.228 -0.212
C -0.931 -0.492 -1.129
C -0.882 1.329 1.600
C 1.268 -0.069 -0.227
C -1.113 0.052 0.880
C -0.740 -0.742 -2.550
C 3.362 0.655 -1.644
C -1.152 -1.058 1.899
C 1.917 0.288 -1.455
C -2.167 -0.133 -0.260
H 3.856 -0.325 -1.753
H 1.635 0.120 0.751
H -0.144 -1.621 -2.715
H -2.891 0.782 -0.473
H 3.424 1.497 -2.357
H -0.944 2.281 0.957
H -1.665 -0.781 -3.202
H -0.190 -1.616 1.879
H -1.682 1.620 2.496
H -0.009 1.308 2.303
H -1.439 -0.672 2.899
H -1.912 -1.769 1.436
H 3.747 1.223 -0.771
H -3.023 -0.832 -0.151
*
```

Atomic partial charges in e from the Mulliken method, atoms 1 to 4:
1 N -0.808
2 N 0.354
3 N 0.141
4 C 0.514

---

2:
Density functional theory data (ωB97M-V/def2-TZVPD) for a cluster of 2 separate species, C9H14N3 in total.

LUMO, Ha: -0.210
Orbital gap, Ha: 0.22418
Highest occupied orbital energy, eV: -11.80

The geometry in ORCA input format:
```
! wB97M-V def2-TZVPD RIJCOSX def2/J DEFGRID3
* xyz 1 1
N -0.740 0.185 -2.900
N -0.314 2.433 -4.299
N -0.836 -0.067 -1.685
C 1.445 -1.242 3.299
C -0.027 0.404 -0.678
C -0.681 -2.407 2.990
C -0.238 -0.453 1.677
C 1.021 -0.377 2.289
C 0.573 -2.253 3.657
C 1.233 0.832 -0.907
C -0.658 0.503 0.693
C -1.092 -1.535 2.032
H 0.959 -2.896 4.414
H -1.213 2.420 -4.855
H 1.564 0.654 2.246
H -0.269 0.974 -3.408
H 0.246 2.154 -5.158
H -1.329 -3.341 3.131
H 0.009 3.230 -3.741
H -2.088 -1.664 1.596
H 1.732 0.675 -1.840
H 1.800 1.388 -0.239
H 2.368 -1.243 3.778
H -1.397 -0.443 -3.409
H -0.358 1.553 0.898
H -1.708 0.514 0.420
*
```

Atomic partial charges in e from the Mulliken method, atoms 1 to 4:
1 N -0.078
2 N -0.899
3 N -0.178
4 C -0.806

---

Which structure is most stable, and how do the rest compare? From most to least stable: 2, 1.